1.
Molecular formula: C10H16O
Method: DFT, the ωB97M-V functional and the def2-TZVPD basis

## Properties
Total energy, eV: -12668.0616
<S²>: 0.7676
Total charge: +1
Kohn-Sham gap (alpha / beta), eV: 10.0 / 6.2
2S+1: 2
Energy above the lowest of the compared OMol25 structures with the same formula, charge and spin, kJ/mol: 107.8

```
27
C10H16O | OMol25 | the ωB97M-V functional and the def2-TZVPD basis
H -1.724 -0.673 1.779
H 0.660 -3.180 -0.102
C 1.784 -1.310 -0.004
H 0.383 1.565 1.009
H -2.219 2.289 -0.788
C -2.826 1.708 -0.087
C 1.104 -0.374 0.798
C 1.811 1.394 -0.638
H -1.348 0.217 -0.481
H -2.910 -0.265 -0.912
H -3.124 0.388 1.835
C -2.631 -0.408 1.250
H 1.817 -2.979 1.307
H 0.401 -0.801 1.542
H 3.291 -1.518 -1.486
C 1.111 0.988 0.475
H 3.498 0.855 -2.009
H -3.863 1.819 -0.532
H -3.210 -1.297 1.230
C 1.592 -2.716 0.293
C 2.636 -0.820 -1.003
H 2.150 2.899 -1.752
O 1.720 2.698 -0.905
C 2.764 0.520 -1.293
C -2.375 0.262 -0.106
H 2.225 -3.431 -0.302
H -2.718 2.169 0.882
```

Atom charges from the Mulliken analysis, given in e for atoms 1 to 6: H 0.15; H 0.34; C 0.77; H 0.48; H 0.31; C -1.36

***

2.
Molecular formula: C10H16O
Method: DFT, the ωB97M-V functional and the def2-TZVPD basis

## Properties
Total energy, eV: -12668.3984
<S²>: 0.7669
Total charge: +1
Kohn-Sham gap (alpha / beta), eV: 10.0 / 6.3
2S+1: 2
Energy above the lowest of the compared OMol25 structures with the same formula, charge and spin, kJ/mol: 75.3

```
27
C10H16O | OMol25 | the ωB97M-V functional and the def2-TZVPD basis
H 1.776 3.494 -1.545
C 0.064 -0.251 1.469
H -3.227 0.373 0.670
H -0.172 1.969 2.662
C -2.138 -1.379 0.316
H 3.724 1.976 -2.418
H 1.152 0.390 -2.668
H 1.237 -1.912 0.945
C -1.144 0.535 1.348
H -0.086 -3.567 -0.584
H 1.454 1.916 -3.541
C 2.113 2.578 -1.063
C -1.094 1.806 2.107
C -0.885 -2.063 0.298
C 1.924 1.050 -3.074
H 1.274 2.223 -0.442
H 3.204 0.784 -1.306
H 2.705 2.937 -0.209
H 2.478 0.482 -3.818
H -2.991 -1.930 -0.053
H -1.006 2.688 1.449
H -2.009 1.938 2.678
C 2.818 1.587 -1.946
H 0.819 0.236 2.069
C -2.246 -0.087 0.731
O -0.896 -3.311 -0.113
C 0.250 -1.474 0.925
```

Atom charges from the Mulliken analysis, given in e for atoms 1 to 6: H 0.37; C -0.43; H 0.45; H 0.37; C -0.35; H 0.29